ORCA calculation (ωB97M-V with the def2-TZVPD basis set) on one molecule with the formula C5H3F4IO in a non-equilibrium geometry.

HOMO-LUMO gap ... 9.804 eV
Energy ... -26247.8579 eV
Maximum force ... 5.3 eV/Å
HOMO energy ... -0.3602 Eh
SMILES string ... C=CO[C@@](F)(I)C(F)=C(F)F
Energy above the lowest of the compared OMol25 structures with the same formula, charge and spin ... 0.0000 eV

Cartesian coordinates (Å):
C1 -1.706 1.768 -1.203
C2 -1.662 1.039 -0.118
O1 -0.615 0.051 0.199
C3 0.490 -0.077 -0.463
F1 0.467 -0.756 -1.682
I1 1.800 1.611 -1.002
C4 1.470 -1.040 0.636
F2 2.703 -0.708 0.625
C5 1.093 -1.966 1.550
F3 2.024 -2.616 2.362
F4 -0.147 -2.461 1.728
H1 -2.501 2.484 -1.353
H2 -1.012 1.572 -1.990
H3 -2.404 1.098 0.711

Mulliken atomic charge list, values in e, 2 entries: atom 1 (C): -0.701, atom 2 (C): 0.061